The following is a quantum chemistry calculation of a cluster of 4 separate species, C4H16O4 in total, from OMol25.

Values from the calculation:
orbital gap = 10.3 eV
SMILES = CO.CO.CO.CO
calculated total energy = -462.86761 Ha
energy above the lowest of the compared OMol25 structures with the same formula, charge and spin = 247.7 kJ/mol

CARTESIAN COORDINATES (ANGSTROEM)
C (-0.25, -4.47, 0.95)
O (0.48, -4.07, -0.18)
H (0.25, -4.18, 1.88)
H (-1.35, -4.19, 0.92)
H (-0.30, -5.57, 0.89)
H (0.36, -3.15, -0.37)
C (1.85, 1.96, -0.12)
O (2.03, 0.58, -0.38)
H (1.59, 2.58, -1.01)
H (1.17, 2.09, 0.69)
H (2.76, 2.36, 0.35)
H (2.97, 0.41, -0.71)
C (-1.32, -1.13, -0.01)
O (-0.16, -1.48, -0.81)
H (-1.06, -0.85, 1.06)
H (-1.93, -0.35, -0.50)
H (-1.92, -2.06, -0.03)
H (0.56, -0.94, -0.46)
C (-1.10, 3.41, -0.48)
O (-0.26, 4.24, 0.32)
H (-1.24, 2.46, -0.01)
H (-2.15, 3.88, -0.57)
H (-0.61, 3.31, -1.49)
H (-0.35, 5.16, 0.08)

Löwdin atomic charge list, values in e, 2 entries: atom 1 (C): -0.190, atom 2 (O): -0.120